No. 1
156
Properties=species:S:1:pos:R:3 method="wB97M-V/def2-TZVPD" homo_energy_ev=-9.03 molar_mass_g_mol=1136.44 total_charge=0
C 2.875 1.745 0.061
C 3.475 0.448 -0.487
C 4.109 -0.364 0.664
C 2.546 -0.367 -1.407
C 1.145 -0.758 -0.950
C 0.138 0.376 -0.794
C -1.327 -0.041 -0.694
C -2.246 1.202 -0.630
C -2.859 1.431 0.721
O -4.026 1.664 0.903
O -1.980 1.340 1.743
C 1.078 -1.784 0.191
O 0.058 -2.744 -0.173
S 0.187 -2.998 -1.735
O 1.252 -3.916 -1.972
O -1.097 -3.278 -2.279
O 0.622 -1.548 -2.112
H 2.142 1.564 0.847
H 3.675 2.327 0.525
H 2.442 2.374 -0.720
H 4.297 0.759 -1.138
H 3.538 -1.241 0.959
H 5.101 -0.705 0.367
H 4.269 0.284 1.525
H 3.049 -1.307 -1.655
H 2.427 0.168 -2.351
H 0.372 0.937 0.112
H 0.284 1.073 -1.624
H -1.640 -0.647 -1.540
H -1.454 -0.616 0.224
H -3.069 1.085 -1.327
H -1.706 2.092 -0.960
H -2.498 1.116 2.539
H 0.762 -1.362 1.143
H 2.001 -2.346 0.320
N -2.079 -4.042 -6.304
C -1.959 -4.489 -5.052
C -2.502 -5.690 -4.617
C -3.208 -6.471 -5.517
C -3.339 -6.016 -6.821
C -2.759 -4.803 -7.159
H -1.406 -3.859 -4.369
H -2.369 -5.999 -3.589
H -3.645 -7.416 -5.224
H -3.879 -6.591 -7.561
H -2.842 -4.414 -8.170
N -9.657 -0.279 0.915
C -9.562 1.041 0.773
C -8.358 1.715 0.623
C -7.183 0.979 0.623
C -7.267 -0.397 0.769
C -8.521 -0.974 0.911
H -10.501 1.585 0.782
H -8.344 2.791 0.512
H -6.221 1.461 0.510
H -6.377 -1.013 0.773
H -8.624 -2.048 1.025
N 5.059 1.490 3.507
C 6.310 1.032 3.546
C 7.121 1.123 4.668
C 6.608 1.723 5.807
C 5.308 2.203 5.780
C 4.577 2.060 4.609
H 6.673 0.569 2.633
H 8.129 0.731 4.646
H 7.210 1.816 6.703
H 4.867 2.680 6.644
H 3.557 2.422 4.546
N 6.374 5.717 2.736
C 6.956 4.683 3.342
C 8.238 4.728 3.870
C 8.956 5.908 3.765
C 8.363 6.993 3.139
C 7.076 6.844 2.644
H 6.362 3.779 3.403
H 8.657 3.856 4.353
H 9.958 5.983 4.167
H 8.883 7.937 3.038
H 6.576 7.670 2.149
N 5.635 10.166 5.673
C 5.516 9.209 4.753
C 4.302 8.781 4.238
C 3.143 9.382 4.701
C 3.248 10.380 5.657
C 4.512 10.733 6.107
H 6.443 8.759 4.421
H 4.271 7.993 3.496
H 2.175 9.076 4.326
H 2.370 10.876 6.048
H 4.633 11.511 6.854
N -4.122 1.262 4.572
C -3.737 1.278 5.848
C -4.267 0.444 6.820
C -5.257 -0.452 6.450
C -5.671 -0.482 5.127
C -5.073 0.391 4.232
H -2.972 2.002 6.106
H -3.918 0.513 7.840
H -5.699 -1.117 7.181
H -6.442 -1.162 4.793
H -5.369 0.403 3.187
N -3.518 1.972 -3.695
C -4.767 1.509 -3.696
C -5.561 1.443 -4.831
C -5.029 1.883 -6.032
C -3.731 2.369 -6.047
C -3.021 2.391 -4.857
H -5.151 1.176 -2.736
H -6.568 1.054 -4.771
H -5.615 1.846 -6.941
H -3.275 2.721 -6.962
H -2.002 2.759 -4.830
N -4.819 -9.545 -5.860
C -4.887 -10.555 -4.996
C -5.781 -11.609 -5.115
C -6.655 -11.613 -6.190
C -6.598 -10.567 -7.097
C -5.666 -9.563 -6.887
H -4.188 -10.517 -4.167
H -5.789 -12.404 -4.382
H -7.369 -12.416 -6.318
H -7.262 -10.527 -7.950
H -5.592 -8.728 -7.576
N 7.595 -0.987 0.708
C 8.022 -0.257 -0.320
C 9.327 -0.276 -0.787
C 10.242 -1.098 -0.149
C 9.814 -1.864 0.924
C 8.486 -1.773 1.311
H 7.276 0.376 -0.792
H 9.616 0.338 -1.628
H 11.271 -1.142 -0.482
H 10.493 -2.520 1.451
H 8.112 -2.359 2.144
N -1.137 -3.920 -13.223
C -0.793 -3.917 -11.936
C -1.339 -4.774 -10.992
C -2.297 -5.685 -11.406
C -2.667 -5.700 -12.741
C -2.059 -4.801 -13.605
H -0.042 -3.189 -11.650
H -1.019 -4.728 -9.960
H -2.746 -6.371 -10.699
H -3.411 -6.394 -13.109
H -2.321 -4.785 -14.657
N -2.837 2.573 9.040
C -1.613 2.049 9.029
C -0.727 2.139 10.092
C -1.135 2.813 11.232
C -2.405 3.365 11.260
C -3.214 3.217 10.143
H -1.329 1.528 8.119
H 0.255 1.691 10.025
H -0.474 2.906 12.084
H -2.765 3.900 12.128
H -4.214 3.634 10.127



No. 2
72
Properties=species:S:1:pos:R:3 method="wB97M-V/def2-TZVPD" homo_energy_ev=-9.07 molar_mass_g_mol=771.26 total_charge=0
C 0.317 -5.195 -1.006
C 0.514 -3.687 -1.168
C -0.088 -2.927 0.016
O 0.728 -1.792 0.360
C 0.115 -0.583 0.584
O -1.126 -0.662 1.203
N -0.999 -1.204 2.579
O -1.935 -0.922 3.174
O 1.016 0.102 1.497
C 1.708 1.081 0.837
O 2.307 1.943 1.397
C 1.509 0.834 -0.652
C 1.900 1.962 -1.555
I 0.579 3.577 -1.552
C 3.016 1.936 -2.270
C 3.987 0.773 -2.254
I 3.618 3.504 -3.499
C 0.032 0.398 -0.601
P -0.683 0.015 -2.255
P -2.804 -0.325 -1.983
O -3.417 -0.580 -3.285
O -3.031 -1.478 -0.885
O -3.361 1.002 -1.274
H 0.525 -5.705 -1.948
H -0.710 -5.440 -0.727
H 1.008 -5.606 -0.268
H 0.013 -3.381 -2.090
H 1.578 -3.458 -1.247
H -1.113 -2.639 -0.205
H -0.074 -3.601 0.879
H 2.118 -0.055 -0.845
H 3.461 -0.178 -2.348
H 4.679 0.840 -3.089
H 4.568 0.779 -1.329
H -0.520 1.247 -0.185
H -0.251 -1.300 -2.497
H -3.976 -1.639 -0.748
H -3.103 1.061 -0.345
C 4.133 -3.170 3.234
C 2.792 -3.805 2.880
C 1.858 -3.996 4.080
O 2.193 -5.079 4.924
C 3.177 -4.808 5.903
N 3.030 -5.054 2.150
H 4.799 -3.885 3.717
H 4.629 -2.822 2.329
H 4.002 -2.316 3.901
H 2.278 -3.121 2.196
H 0.858 -4.225 3.700
H 1.782 -3.069 4.663
H 3.095 -3.782 6.273
H 4.190 -4.967 5.523
H 3.009 -5.495 6.731
H 2.143 -5.421 1.816
H 3.357 -5.750 2.815
C -3.352 6.305 -3.764
C -2.799 5.502 -2.593
C -3.872 4.967 -1.638
O -4.427 5.936 -0.769
C -5.480 6.708 -1.311
N -1.779 6.301 -1.907
H -3.659 7.305 -3.453
H -2.585 6.424 -4.528
H -4.212 5.807 -4.216
H -2.297 4.620 -3.005
H -3.405 4.225 -0.984
H -4.668 4.458 -2.196
H -6.095 6.114 -1.995
H -5.114 7.590 -1.842
H -6.101 7.040 -0.479
H -1.337 5.731 -1.191
H -2.248 7.035 -1.381



No. 3
29
Properties=species:S:1:pos:R:3 method="wB97M-V/def2-TZVPD" multiplicity=6 homo_energy_ev="-14.43 / -14.21" molar_mass_g_mol=289.29 total_charge=+2
C -1.153 2.778 0.840
C -1.688 1.544 1.746
O -2.653 0.903 1.253
O -1.133 1.209 3.027
C -0.206 0.137 2.961
O 0.330 -0.217 4.048
C 0.201 -0.688 1.658
Si 1.854 0.049 0.997
O 2.646 -0.939 -0.182
Si 1.668 -0.908 -1.664
C 0.316 -2.242 -1.547
C -1.228 -1.513 -1.779
C -1.313 -0.508 -3.142
O -1.281 -0.026 -1.591
H -0.952 3.710 1.474
H -0.227 2.454 0.237
H -1.945 3.090 0.063
H 0.459 -1.773 1.970
H -0.622 -0.765 0.871
H 1.541 1.330 0.365
H 2.804 0.172 2.146
H 2.532 -1.186 -2.833
H 1.214 0.468 -1.814
H 0.293 -2.636 -0.461
H 0.386 -3.070 -2.327
H -2.194 -2.178 -1.517
H -1.876 0.470 -3.270
H -2.272 -1.128 -3.427
Mn 4.498 1.466 1.899